86
Properties=species:S:1:pos:R:3:forces:R:3 method="wB97M-V/def2-TZVPD" lumo_energy_ev=-0.89 fmax_ev_per_a=1.079 charge=0 de_lowest_kcal_mol=0.0 total_energy_ev=-159881.3106
Mg 0.10186 -0.93897 0.67226 0.0858 -0.0524 -0.7777
Se -0.78339 -2.24020 3.26813 -0.5517 -0.5717 0.7307
N -0.08118 -0.72862 2.70834 0.2320 0.7748 0.1739
C 0.04160 0.10742 3.75179 -0.1832 -0.5360 0.0073
C 0.53898 1.42601 3.70505 0.1301 0.4025 0.0518
C 0.60611 2.14266 4.86715 0.0686 -0.0727 -0.4315
C 0.18924 1.59079 6.10270 -0.1818 -0.2973 0.2630
C -0.32984 0.33021 6.17637 0.0108 0.3182 0.2645
C -0.41749 -0.44321 4.99657 0.0525 -0.2463 -0.4312
N -0.87550 -1.69869 4.91960 0.1835 0.2597 0.4019
H 0.84037 1.85363 2.75788 0.0704 0.0031 -0.0281
H 0.98366 3.15675 4.85025 0.0144 -0.0011 -0.0284
H 0.28436 2.18976 6.99865 -0.0412 -0.0112 0.0123
H -0.67507 -0.09621 7.10824 0.0359 0.0041 0.0159
C -3.50790 -0.94400 -0.86064 0.0176 -0.2787 0.1901
Si -2.99923 -2.16476 0.50336 -0.2832 0.0562 0.1748
C -3.98312 -3.76091 0.22266 0.1296 0.2601 0.0741
C -3.65606 -1.34115 2.08984 0.1359 -0.1082 -0.2863
N -1.28454 -2.40769 0.68879 -0.1424 -0.1556 -0.2638
C -0.58187 -3.58410 0.42521 0.0742 -0.4318 0.0010
C 0.65432 -3.81534 1.06859 -0.2216 -0.1922 -0.1907
C 1.35873 -4.99810 0.91576 0.0130 0.0559 0.0361
C 0.87993 -5.99713 0.08691 0.0369 -0.0668 -0.0671
C -0.28845 -5.76402 -0.62476 -0.0591 -0.0472 0.0090
C -0.99725 -4.58632 -0.46928 -0.0574 0.1918 0.0248
H -4.56637 -0.69906 -0.74346 -0.0407 -0.0655 0.0439
H -3.38020 -1.35423 -1.86481 -0.0888 -0.0351 0.0506
H -2.94813 -0.01102 -0.78675 -0.0552 0.0037 0.0522
H -5.00086 -3.64096 0.60007 -0.0169 0.0664 0.0111
H -3.53423 -4.61496 0.73100 0.0038 -0.0056 0.0150
H -4.05460 -3.99922 -0.84002 -0.0025 -0.0472 0.0035
H -4.68692 -1.00736 1.95383 -0.0160 -0.0126 -0.0814
H -3.05921 -0.45873 2.33956 -0.0149 0.0248 0.0370
H -3.64342 -2.01386 2.94854 -0.0147 -0.0044 0.0218
H 1.09955 -3.03343 1.67022 0.0998 -0.0427 0.1136
H 2.28903 -5.13702 1.45290 0.0252 0.0406 -0.0277
H 1.42346 -6.92488 -0.02985 -0.0060 -0.0082 -0.0007
H -0.66364 -6.51620 -1.30837 0.0290 0.0170 -0.0348
H -1.87783 -4.41150 -1.07199 -0.0275 -0.0654 0.0276
F 7.02962 -0.03889 0.04148 0.0501 -0.0115 0.0191
C 5.78510 -0.43702 -0.23576 -0.1032 0.0144 -0.0517
C 4.83240 -0.50860 0.76286 0.0040 -0.0832 0.0916
F 5.14899 -0.17967 2.02155 0.0564 0.0259 0.0305
C 3.54678 -0.90063 0.45394 0.0099 -0.1978 -0.4692
F 2.63207 -0.94287 1.45648 0.0017 0.0967 0.1597
C 3.12790 -1.21094 -0.84117 0.5870 0.1316 0.1300
S 1.50800 -1.62050 -1.23823 -0.3425 0.1028 -0.1500
C 4.12722 -1.14109 -1.82385 -0.2272 0.0238 0.2442
F 3.81468 -1.42232 -3.09048 0.0879 0.0261 -0.0334
C 5.42168 -0.76023 -1.53545 0.0340 0.0490 0.0496
F 6.33156 -0.67436 -2.50817 0.0360 -0.0224 -0.0173
O -0.65525 0.67334 -0.10074 0.0118 0.2487 -0.0750
P -0.35795 1.66825 -1.19779 -0.0714 0.4139 -0.0721
C -0.34686 0.96122 -2.85414 0.0280 -0.0430 0.3271
C 0.40724 1.50339 -3.88682 0.0495 0.0488 -0.0024
C 0.40137 0.89007 -5.13019 0.0197 0.0526 -0.0182
C -0.35572 -0.25288 -5.33768 -0.0457 -0.0479 -0.0438
C -1.11810 -0.78676 -4.30850 -0.0076 -0.0028 -0.0007
C -1.11487 -0.18089 -3.06542 0.1820 -0.0162 0.1427
C -1.62332 2.95910 -1.18662 0.2388 -0.1446 -0.0197
C -1.69385 3.78034 -0.06198 -0.0088 0.0357 -0.0244
C -2.65115 4.77714 0.00676 0.0156 -0.0246 0.0571
C -3.54263 4.95262 -1.04452 -0.0377 -0.0485 -0.0180
C -3.47774 4.13260 -2.16055 -0.0821 0.0175 0.0032
C -2.51832 3.13283 -2.23537 0.0707 0.0100 -0.0297
C 1.20002 2.52160 -0.84948 -0.1982 -0.1128 0.0018
C 2.10618 1.90284 0.00636 -0.1172 0.1351 -0.1063
C 3.29305 2.53217 0.34473 0.0035 0.0210 0.0660
C 3.56306 3.79773 -0.15488 0.0142 -0.0216 0.0311
C 2.65122 4.43110 -0.98836 0.0264 0.0622 -0.0302
C 1.47093 3.79647 -1.34031 0.0153 -0.0511 -0.0925
H 1.01753 2.38331 -3.72224 0.0132 -0.0235 0.0041
H 1.00094 1.29609 -5.93392 0.0071 0.0040 0.0041
H -0.34204 -0.74010 -6.30369 0.0054 0.0101 -0.0161
H -1.69432 -1.68936 -4.46230 -0.0025 -0.0089 -0.0297
H -1.66226 -0.61158 -2.23737 0.1884 0.0464 -0.2174
H -0.98874 3.63758 0.74889 -0.0344 0.0288 0.0356
H -2.70624 5.41513 0.87882 -0.0002 0.0033 0.0014
H -4.29854 5.72477 -0.98672 0.0163 0.0240 -0.0115
H -4.17879 4.26697 -2.97358 0.0048 0.0068 -0.0066
H -2.45885 2.49653 -3.10970 -0.0228 0.0022 0.0099
H 1.85821 0.93653 0.41596 0.1205 0.0174 -0.0035
H 3.99506 2.04463 1.00978 -0.0257 0.0354 -0.0116
H 4.48281 4.29821 0.11784 0.0058 0.0070 -0.0060
H 2.85853 5.42966 -1.34990 -0.0075 -0.0145 -0.0500
H 0.75848 4.29103 -1.98988 -0.0136 0.0510 0.0402